2 unconnected molecules or ions with the total composition C2H3NO4 at a distorted geometry. Source: OMol25; level of theory: ωB97M-V/def2-TZVPD.

HOMO-LUMO gap (alpha / beta), eV: 7.70 / 8.28

```
! RIJCOSX wB97M-V def2-TZVPD def2/J DEFGRID3
* xyz 0 1
C -0.61035 1.03023 -1.13131
N 0.71856 -1.92499 0.16529
C -0.24932 -0.13554 0.25306
H -0.28297 2.05404 -0.91792
O -1.44764 0.68094 -1.91074
O 0.63823 0.16073 -0.74948
O -0.00050 0.32058 1.50946
H -1.13655 -0.76577 0.17240
O 1.44273 -2.01552 1.04838
H 0.92780 0.59530 1.56085
*
```

C2H3NO4 in the gas phase at a distorted geometry. Source: OMol25; level of theory: ωB97M-V/def2-TZVPD.

SMILES string: O=C(O)C(=O)NO
HOMO-LUMO gap, eV: 10.45

```
! RIJCOSX wB97M-V def2-TZVPD def2/J DEFGRID3
* xyz 0 1
O 1.74342 -0.99753 -0.68447
O -1.71639 0.90470 -0.70739
C -0.59893 0.67432 -0.29629
H 0.03979 2.10455 -1.42599
C -0.27958 -0.54725 0.54208
N 0.95632 -0.99075 0.46323
H 2.03732 0.04929 -0.78895
H 1.15057 -1.66555 1.24985
O -1.06433 -0.72704 1.50154
O 0.45593 1.53045 -0.57872
*
```

A gas-phase ion, C2H3NO4S (charge -2) at a distorted geometry. Source: OMol25; level of theory: ωB97M-V/def2-TZVPD.

SMILES string: O=NCC=S(=O)([O-])[O-]
HOMO-LUMO gap (alpha / beta), eV: 5.56 / 5.56

```
! RIJCOSX wB97M-V def2-TZVPD def2/J DEFGRID3
* xyz -2 1
H -0.89777 -0.92322 0.53285
H 0.35695 1.79874 0.22397
O -3.23075 -0.81663 0.24508
H -0.66252 0.11028 -0.99178
C 0.32797 0.81026 0.64546
O 1.59133 -1.47021 0.65419
C -0.99510 -0.04156 -0.04314
S 1.65323 -0.12835 0.02320
O 2.80930 0.73546 0.43632
N -2.47035 0.09244 -0.25853
O 1.51770 -0.16720 -1.46761
*
```

2 unconnected molecules or ions with the total composition C2H3NOS at a distorted geometry. Source: OMol25; level of theory: ωB97M-V/def2-TZVPD.

SMILES string: N=C=O.C=S
HOMO-LUMO gap, eV: 8.07

```
! RIJCOSX wB97M-V def2-TZVPD def2/J DEFGRID3
* xyz 0 1
C 2.11600 -0.03529 -0.58751
N -1.50074 0.03816 0.03224
H 1.73333 0.49335 -1.44789
H 3.08375 -0.42884 -0.63917
C -2.31701 0.21786 0.87459
S 1.16759 -0.19514 0.72740
H -1.19861 -0.60595 -0.63795
O -3.08430 0.51586 1.67827
*
```

C2H3NOS in the gas phase at a distorted geometry. Source: OMol25; level of theory: ωB97M-V/def2-TZVPD.

SMILES string: O=C=NCS
HOMO-LUMO gap, eV: 10.32

```
! RIJCOSX wB97M-V def2-TZVPD def2/J DEFGRID3
* xyz 0 1
C -0.24913 0.30889 0.10173
H 0.82669 -0.69944 1.68316
N -1.73864 0.10766 0.01909
O -3.88644 -0.61053 -0.54126
C -2.79367 -0.35124 -0.29692
H -0.16371 0.95856 0.90581
H 0.06532 0.70935 -0.92554
S 0.53332 -1.22924 0.59361
*
```

2 unconnected molecules or ions with the total composition C2H3NOS at a distorted geometry. Source: OMol25; level of theory: ωB97M-V/def2-TZVPD.

HOMO-LUMO gap (alpha / beta), eV: 6.28 / 6.29

```
! RIJCOSX wB97M-V def2-TZVPD def2/J DEFGRID3
* xyz 0 1
S -3.04639 -0.30294 0.20584
N -2.35193 -1.04964 -0.86150
C -0.09784 -0.04317 0.13500
H 1.26782 0.80996 -0.72887
C 1.36427 0.09678 0.03915
O -0.89116 0.68284 0.68317
H 1.78427 0.52874 0.92210
H 1.97096 -0.72256 -0.39489
*
```

C2H3NOS in the gas phase at a distorted geometry. Source: OMol25; level of theory: ωB97M-V/def2-TZVPD.

SMILES string: C=NSC=O
HOMO-LUMO gap, eV: 9.89

```
! RIJCOSX wB97M-V def2-TZVPD def2/J DEFGRID3
* xyz 0 1
N -1.52049 -0.14860 0.06076
H 2.21605 -0.52470 0.58109
O 1.50524 1.12869 -0.11080
S -0.03738 -1.07555 -0.06923
C 1.34371 -0.06926 0.13299
C -1.38829 1.14453 0.02750
H -0.38548 1.62773 -0.06719
H -2.36339 1.66471 0.09192
*
```

C2H3NOS in the gas phase at a distorted geometry. Source: OMol25; level of theory: ωB97M-V/def2-TZVPD.

SMILES string: C=NSC=O
HOMO-LUMO gap, eV: 9.83

```
! RIJCOSX wB97M-V def2-TZVPD def2/J DEFGRID3
* xyz 0 1
C 2.00227 1.29186 -0.23146
H 1.79533 2.01706 0.59715
H 2.98401 1.40036 -0.75406
O -1.84933 -1.47889 0.68309
N 1.16719 0.42283 -0.67232
H -0.31247 -1.83368 -0.66079
S -0.27712 0.41683 0.07354
C -0.90371 -1.18883 0.04523
*
```

C2H3NOS in the gas phase at a distorted geometry. Source: OMol25; level of theory: ωB97M-V/def2-TZVPD.

HOMO-LUMO gap, eV: 7.35

```
! RIJCOSX wB97M-V def2-TZVPD def2/J DEFGRID3
* xyz 0 1
C -1.55875 -0.32702 0.69275
H 1.90576 -0.48027 -0.89983
C 1.04917 -0.23737 -0.44594
H 0.51828 0.53001 -0.89300
S -1.87746 0.03917 -0.86515
H -2.47894 -0.54754 1.46824
O 0.63250 -0.83465 0.59463
N -0.41679 -0.64681 1.30524
*
```

2 unconnected molecules or ions with the total composition C2H3NOS at a distorted geometry. Source: OMol25; level of theory: ωB97M-V/def2-TZVPD.

Expectation value of S²: 2.01
HOMO-LUMO gap (alpha / beta), eV: 6.08 / 8.14

```
! RIJCOSX wB97M-V def2-TZVPD def2/J DEFGRID3
* xyz 0 3
H 1.02268 -1.60547 -1.13891
S 3.22065 -0.55618 0.49364
H -0.99802 -1.73097 -0.82776
C 2.69863 0.74277 -0.17556
O 2.40842 1.73693 -0.68130
C 0.06408 -1.22140 -0.76215
H -0.50296 0.34821 0.21064
N 0.23375 -0.13689 -0.26940
*
```

C2H3NOS2 in the gas phase at a distorted geometry. Source: OMol25; level of theory: ωB97M-V/def2-TZVPD.

SMILES string: OC(=S)/C=N\S
HOMO-LUMO gap, eV: 8.75

```
! RIJCOSX wB97M-V def2-TZVPD def2/J DEFGRID3
* xyz 0 1
H 1.34341 2.04248 -0.02427
O 0.58964 1.41331 0.04208
C 0.12382 -0.90911 0.07482
S -2.19053 0.40925 -0.01946
N -1.11290 -0.89259 -0.02636
C 1.16461 0.22820 0.01441
S 2.76174 -0.03845 -0.03810
H 0.56755 -1.89040 0.08980
H -3.24734 -0.36268 -0.11292
*
```

A molecular structure, C2H3NOS2 at a distorted geometry. Source: OMol25; level of theory: ωB97M-V/def2-TZVPD.

HOMO-LUMO gap, eV: 8.23

```
! RIJCOSX wB97M-V def2-TZVPD def2/J DEFGRID3
* xyz 0 1
H -1.20844 0.90751 0.68434
O 1.17548 1.10070 -0.36790
H 1.21867 -1.86944 0.60610
N 1.71507 -0.01763 0.15076
S -3.27203 0.24192 -0.10901
C -1.69131 0.00971 0.29460
C 0.81795 -1.01330 0.16299
S -0.86428 -1.10904 -0.46104
H 2.10890 1.74956 -0.96085
*
```

The records above give, respectively, E values of -433.5267 -433.6471 -831.7032 -606.1366 -606.1611 -606.0165 -606.1276 -606.1345 -606.0082 -605.9972 -1004.3339 -1004.2076 a.u..
The records above give, respectively, relative energy (zero: lowest compared OMol25 entry of this formula, charge and spin) values of 148.6 73.1 40.8 31.9 16.5 107.2 37.5 33.2 112.4 70.5 33.7 112.9 kcal per mole.